(1)
{"formula": "C10H27CeCl2N2OP", "method": "ωB97M-V/def2-TZVPD", "species": ["Ce", "Cl", "Cl", "H", "H", "P", "C", "C", "C", "C", "H", "C", "H", "H", "H", "H", "H", "H", "H", "C", "C", "H", "H", "H", "H", "H", "H", "C", "H", "C", "H", "H", "H", "H", "H", "H", "N", "C", "N", "O", "H", "H", "H", "H"], "positions_angstrom": [[-0.513411, 0.045155, 1.607563], [-1.749149, 1.705617, 0.023722], [0.621639, -1.682203, 0.070918], [-1.969987, -0.968442, 1.229931], [0.825075, 1.021459, 0.918532], [0.014487, 0.134119, -3.224874], [0.294315, 1.857796, -3.807146], [1.072930, -0.995042, -4.197629], [-1.749352, -0.260148, -3.481191], [1.226996, 2.592523, -2.830521], [-0.710035, 2.315670, -3.718720], [0.780249, 1.903491, -5.257673], [1.693101, 1.313377, -5.400345], [1.018122, 2.935299, -5.528740], [0.009266, 1.537675, -5.948333], [0.760895, 2.648915, -1.837124], [1.365835, 3.606414, -3.225876], [2.210140, 2.107358, -2.736816], [-2.225969, 0.633521, -3.032425], [-2.162132, -1.477500, -2.632472], [-2.067438, -0.387470, -4.968508], [-2.021619, 0.591795, -5.455233], [-3.084390, -0.779369, -5.095681], [-1.390164, -1.076918, -5.496060], [-1.392221, -1.681119, -1.873441], [-2.350461, -2.366567, -3.251947], [-3.100480, -1.221308, -2.123111], [2.536470, -0.764912, -3.789932], [0.906402, -0.665229, -5.239303], [0.683553, -2.467867, -4.029187], [2.857729, 0.279495, -3.882146], [3.141503, -1.398792, -4.456418], [2.683092, -1.094283, -2.747676], [0.670783, -2.794558, -2.975719], [1.462644, -3.036569, -4.552710], [-0.293603, -2.684535, -4.474433], [1.131298, -0.143671, 5.804987], [-0.038767, 0.071382, 5.153656], [-1.121730, 0.205244, 5.949573], [-0.130103, 0.112170, 3.888620], [1.087937, -0.190472, 6.813661], [2.004697, -0.124290, 5.288839], [-2.013115, 0.486045, 5.546076], [-0.975430, 0.156745, 6.959211]], "forces_ev_per_angstrom": [[-0.168, -0.002, -1.741], [0.009, -0.067, 0.442], [0.040, -0.066, 0.548], [-1.243, -0.979, 0.059], [1.335, 1.003, -0.206], [0.619, -0.171, 3.078], [-0.214, -0.392, -0.478], [-0.547, 0.710, -0.628], [0.330, 0.200, -0.612], [-0.226, 0.088, -0.242], [0.386, -0.032, -0.181], [-0.101, 0.511, -0.001], [-0.194, 0.134, 0.000], [0.010, 0.023, -0.163], [0.251, 0.028, 0.112], [0.224, -0.059, -0.250], [0.160, -0.005, 0.232], [-0.313, 0.125, -0.031], [0.046, -0.338, -0.386], [-0.175, 0.220, 0.025], [-0.779, -0.062, -0.053], [0.024, -0.156, -0.048], [0.026, 0.087, -0.182], [-0.148, 0.229, 0.239], [-0.411, -0.147, -0.196], [0.207, 0.190, 0.196], [0.183, -0.280, 0.011], [-0.186, -0.480, -0.141], [0.446, -0.634, 0.001], [0.274, 0.137, -0.074], [-0.063, -0.284, 0.007], [0.167, 0.264, 0.257], [-0.022, 0.179, -0.339], [0.019, 0.276, -0.314], [-0.288, -0.234, 0.069], [0.240, -0.047, 0.091], [-0.565, 0.141, -0.518], [-0.013, -0.145, -0.758], [0.172, 0.041, 0.135], [0.359, 0.148, 2.444], [0.588, 0.033, -0.348], [-0.365, -0.132, 0.337], [0.492, -0.269, 0.336], [-0.583, 0.214, -0.729]], "mulliken_charge": [0.914, -0.471, -0.439, -0.109, -0.077, 0.146, 0.404, 0.484, 0.514, -1.298, 0.398, -1.356, 0.215, 0.450, 0.237, 0.218, 0.456, 0.239, 0.470, -1.258, -1.503, 0.275, 0.462, 0.266, 0.122, 0.323, 0.389, -1.595, 0.477, -1.507, 0.313, 0.449, 0.261, 0.181, 0.499, 0.284, -0.373, 0.678, -0.372, -0.597, 0.178, 0.242, 0.232, 0.180], "energy_ev": -63098.065, "de_lowest_ev": 0.8250, "lumo_ev": -0.66, "homo_lumo_gap_ev": 5.574}


(2)
{"formula": "C10H27ClI2NOP2Y", "method": "ωB97M-V/def2-TZVPD", "species": ["I", "I", "Y", "P", "C", "C", "H", "H", "H", "H", "H", "H", "C", "H", "H", "H", "P", "C", "C", "H", "H", "H", "C", "H", "H", "H", "H", "H", "H", "Cl", "C", "N", "C", "C", "C", "O", "H", "H", "H", "H", "H", "H", "H", "H", "H"], "positions_angstrom": [[-2.259926, 3.775561, -4.980453], [-2.948016, 1.611123, -6.462677], [-0.306711, -0.405892, -0.767493], [1.904043, -0.824419, -2.358610], [2.255413, 0.127567, -3.861423], [3.214326, -0.225923, -1.223245], [4.189740, -0.321372, -1.721890], [3.507778, -2.565636, -2.973327], [3.230518, -0.806564, -0.291833], [2.288075, -3.136256, -1.791327], [2.032328, 1.186201, -3.676896], [3.039277, 0.825832, -0.949535], [2.453099, -2.524993, -2.684307], [3.301963, 0.030113, -4.182063], [1.836373, -2.953573, -3.480859], [1.590266, -0.209561, -4.663778], [-2.943144, -0.819717, -0.097582], [-4.323872, 0.150786, -0.761414], [-3.591904, -2.497891, 0.131002], [-2.050192, -0.768369, 2.186818], [-3.808658, -0.408046, 2.140235], [-2.601347, 0.841935, 1.680440], [-2.843619, -0.231670, 1.643073], [-2.823614, -3.125643, 0.592241], [-4.499289, -2.503349, 0.742983], [-5.238993, 0.047116, -0.161629], [-4.521031, -0.177077, -1.788902], [-3.811106, -2.926730, -0.851752], [-4.037997, 1.208306, -0.808774], [0.061793, -2.730996, 0.035794], [1.697149, 1.921818, 4.039133], [0.997811, 1.773732, 2.737790], [0.073094, 2.824756, 2.290189], [1.103218, 0.694883, 1.978433], [1.931301, -0.473974, 2.372736], [0.422304, 0.654432, 0.855352], [1.397436, 2.890065, 4.461846], [2.784289, 1.915624, 3.913811], [1.408017, 1.133744, 4.737966], [0.342772, 3.237664, 1.313802], [-0.967941, 2.486313, 2.252506], [0.128176, 3.631987, 3.013373], [1.791003, -1.324045, 1.667457], [3.004521, -0.186217, 2.385641], [1.591277, -0.821647, 3.367146]], "forces_ev_per_angstrom": [[-0.150, -0.565, -0.323], [0.184, 0.513, 0.396], [0.061, -1.080, 0.176], [1.329, -0.095, -0.459], [-0.205, 0.181, -0.275], [-0.038, 0.231, 0.327], [-0.260, 0.069, 0.184], [-0.166, 0.140, 0.012], [0.019, -0.005, -0.274], [0.096, 0.141, -0.112], [0.122, -0.175, -0.067], [0.163, -0.227, -0.183], [-0.414, -0.295, -0.076], [-0.300, -0.043, 0.135], [0.160, 0.027, 0.038], [0.185, 0.048, 0.040], [-1.244, 0.020, 0.819], [-0.090, 0.167, -0.352], [0.225, -0.339, -0.389], [-0.311, 0.046, -0.135], [0.305, 0.078, -0.111], [-0.204, -0.298, -0.024], [0.307, 0.171, 0.131], [-0.137, 0.118, 0.000], [0.143, 0.135, -0.107], [0.312, -0.031, -0.130], [-0.087, 0.056, 0.191], [-0.070, 0.000, 0.143], [-0.121, -0.149, 0.053], [-0.094, 0.725, -0.182], [-0.093, 0.259, -0.025], [-0.177, -0.939, -0.809], [-0.105, 0.622, 0.182], [-0.667, 0.726, -0.279], [0.236, -0.569, -0.040], [0.843, 0.431, 1.374], [0.174, -0.427, -0.149], [-0.226, -0.027, -0.099], [-0.021, 0.047, -0.162], [0.112, -0.254, 0.149], [0.301, -0.175, 0.045], [-0.035, 0.037, -0.034], [0.058, 0.744, 0.460], [-0.605, -0.231, 0.271], [0.484, 0.193, -0.331]], "mulliken_charge": [-0.021, 0.020, 0.698, 0.755, -1.128, -1.120, 0.445, 0.403, 0.270, 0.327, 0.363, 0.342, -1.209, 0.374, 0.375, 0.378, 0.763, -1.133, -1.199, 0.312, 0.457, 0.156, -0.997, 0.324, 0.406, 0.373, 0.376, 0.375, 0.353, -0.422, -0.843, 0.173, -0.770, 0.830, -1.307, -0.407, 0.285, 0.346, 0.352, 0.289, 0.227, 0.354, 0.235, 0.400, 0.421], "charge": 2, "energy_ev": -62680.487, "de_lowest_ev": 0.0000, "lumo_ev": -6.65, "homo_lumo_gap_ev": 6.866}


(3)
{"formula": "C10H28BrN2O2", "method": "ωB97M-V/def2-TZVPD", "species": ["Br", "C", "N", "C", "C", "C", "C", "O", "H", "H", "H", "H", "H", "H", "H", "H", "H", "H", "H", "H", "H", "H", "C", "N", "C", "C", "C", "C", "O", "H", "H", "H", "H", "H", "H", "H", "H", "H", "H", "H", "H", "H", "H"], "positions_angstrom": [[-0.696440, 2.805216, -0.762129], [1.273982, 0.638042, 1.676540], [1.990904, 1.712715, 2.434668], [1.439050, 1.728692, 3.823245], [3.441228, 1.353648, 2.529284], [1.769779, 3.044495, 1.794319], [2.678862, 3.381588, 0.645121], [2.548481, 2.497304, -0.454323], [0.211296, 0.703690, 1.889749], [1.649217, -0.324845, 2.019338], [1.476989, 0.800058, 0.621482], [0.390817, 2.013389, 3.769691], [1.964884, 2.486736, 4.398738], [1.563953, 0.740195, 4.253283], [3.837304, 1.305932, 1.523193], [3.546952, 0.426159, 3.084838], [3.910590, 2.125783, 3.137921], [1.841730, 3.814157, 2.569772], [0.723946, 3.095780, 1.471654], [3.727577, 3.461902, 0.935480], [2.431643, 4.399364, 0.320270], [1.644398, 2.671630, -0.797494], [-1.243025, -0.763727, -2.068024], [-2.348923, -1.719711, -1.717192], [-3.073613, -1.186454, -0.538246], [-3.310495, -1.753361, -2.857435], [-1.837329, -3.100149, -1.396724], [-1.397387, -3.927991, -2.589030], [-0.426645, -3.330355, -3.396598], [-0.330541, -1.031473, -1.542593], [-1.532501, 0.228313, -1.730370], [-1.063685, -0.818062, -3.133721], [-2.391046, -1.049802, 0.299969], [-3.824407, -1.901656, -0.208928], [-3.509175, -0.228080, -0.801692], [-2.796446, -2.045600, -3.768292], [-3.751521, -0.768576, -2.976357], [-4.093685, -2.483970, -2.656965], [-2.570857, -3.613037, -0.774414], [-0.996077, -2.957667, -0.711165], [-2.247637, -4.214692, -3.207032], [-1.049798, -4.877173, -2.156853], [0.427654, -3.338407, -2.952978]], "forces_ev_per_angstrom": [[0.018, -0.384, 0.076], [0.112, -0.064, -0.146], [0.014, -0.836, 0.587], [-0.096, 0.416, -0.191], [-0.233, 0.557, 0.336], [-0.600, 0.964, 0.350], [0.157, 0.425, -0.827], [0.135, 0.120, 0.502], [-0.036, 0.207, -0.178], [0.053, 0.009, 0.000], [-0.108, -0.110, 0.003], [-0.040, -0.126, 0.004], [0.110, -0.126, 0.068], [-0.057, -0.011, 0.094], [0.222, -0.128, 0.015], [-0.123, -0.191, -0.255], [0.213, 0.100, -0.317], [0.383, -0.170, 0.051], [0.095, -0.336, -0.171], [0.032, -0.350, 0.017], [-0.231, -0.014, 0.208], [-0.082, -0.236, -0.188], [0.218, 0.143, 0.106], [-0.175, -0.113, -0.207], [-0.006, -0.047, 0.728], [-0.254, -0.348, -0.225], [0.536, 0.242, 0.461], [-0.247, -0.854, 0.561], [-0.033, 0.315, -0.166], [-0.076, -0.101, 0.105], [0.034, 0.236, -0.247], [0.047, 0.108, -0.033], [0.195, 0.077, -0.194], [-0.179, 0.064, -0.260], [-0.045, 0.015, 0.050], [0.115, 0.094, 0.038], [0.078, 0.064, 0.004], [-0.002, 0.072, 0.151], [-0.328, -0.094, -0.441], [0.059, 0.169, -0.178], [0.046, 0.231, -0.179], [0.047, 0.079, -0.070], [0.035, -0.069, -0.046]], "mulliken_charge": [-0.735, -1.035, 0.105, -0.961, -0.990, -0.088, -0.930, -0.458, 0.432, 0.352, 0.441, 0.403, 0.421, 0.377, 0.417, 0.386, 0.390, 0.393, 0.189, 0.430, 0.321, 0.207, -0.696, 0.081, -0.954, -1.046, -0.497, -0.781, -0.471, 0.328, 0.328, 0.241, 0.385, 0.398, 0.414, 0.448, 0.415, 0.379, 0.420, 0.405, 0.384, 0.408, 0.344], "charge": 1, "energy_ev": -87934.991, "de_lowest_ev": 0.5049, "lumo_ev": -2.55, "homo_lumo_gap_ev": 7.725}


(4)
{"formula": "C10H28Cl2N5O5P", "method": "ωB97M-V/def2-TZVPD", "species": ["O", "P", "N", "C", "C", "N", "C", "C", "N", "C", "C", "H", "H", "H", "H", "H", "H", "H", "H", "H", "H", "H", "H", "H", "H", "H", "H", "H", "H", "C", "N", "O", "O", "H", "H", "H", "C", "N", "O", "O", "H", "H", "H", "Cl", "C", "C", "Cl", "H", "H", "H", "H"], "positions_angstrom": [[3.219517, -1.249950, 0.806745], [2.346425, -1.593443, -0.323620], [3.108952, -2.639544, -1.373074], [2.598597, -2.875545, -2.710910], [4.564041, -2.818250, -1.257309], [1.809110, -0.288204, -1.204207], [0.720588, 0.553171, -0.742856], [2.604756, 0.287672, -2.279145], [0.926452, -2.318271, 0.150574], [1.029757, -3.217143, 1.299358], [-0.207637, -2.524494, -0.688006], [3.298350, -2.479456, -3.451604], [1.647789, -2.368958, -2.868840], [2.424853, -3.941183, -2.878400], [5.109365, -1.914166, -1.541413], [4.828205, -3.658300, -1.893667], [4.801066, -3.031734, -0.218859], [-0.187291, -0.014697, -0.528090], [0.970877, 1.066586, 0.197288], [0.479960, 1.353849, -1.442190], [1.945856, 0.568541, -3.105551], [3.166116, 1.166374, -1.944508], [3.335351, -0.415380, -2.672702], [1.734278, -4.046623, 1.122984], [1.442995, -2.682361, 2.153861], [0.055446, -3.655113, 1.496268], [-1.141360, -2.282227, -0.163389], [-0.308386, -3.558857, -1.060425], [-0.168248, -1.924456, -1.598019], [-2.768494, 2.402854, -0.181226], [-2.298604, 3.168942, 1.015704], [-2.749095, 4.290040, 1.161139], [-1.382345, 2.697868, 1.655127], [-3.744221, 1.967136, 0.001351], [-2.017755, 1.658089, -0.410479], [-2.798503, 3.151784, -0.966548], [-4.141400, -1.733557, -1.758986], [-4.974695, -0.514169, -1.765579], [-5.452317, -0.174642, -2.823841], [-5.095546, 0.068831, -0.707160], [-4.410652, -2.349297, -2.608377], [-4.328748, -2.284743, -0.842424], [-3.102884, -1.415703, -1.788691], [-1.643890, 3.020051, 5.170516], [-1.373721, 4.591723, 4.401267], [-0.480300, 5.482165, 5.217121], [1.204168, 4.879965, 5.243935], [-2.353841, 5.059645, 4.301340], [-0.972774, 4.464802, 3.402707], [-0.819549, 5.599539, 6.242374], [-0.450615, 6.470841, 4.760438]], "forces_ev_per_angstrom": [[0.158, -0.422, 0.299], [-0.233, 0.331, -0.066], [0.324, 0.478, -0.127], [-0.221, -0.048, 0.065], [-0.600, 0.138, 0.355], [-0.375, -0.329, -0.994], [0.010, 0.339, 1.140], [0.102, 0.065, 0.136], [0.303, 0.280, 0.460], [0.669, -0.150, -0.091], [-0.652, -0.468, -0.811], [-0.020, -0.176, -0.154], [-0.021, 0.045, 0.064], [0.178, -0.025, -0.137], [0.114, -0.085, -0.203], [0.251, -0.039, 0.017], [0.150, -0.074, -0.039], [0.057, -0.030, -0.151], [0.034, -0.079, -0.088], [0.137, -0.238, -0.350], [0.070, 0.086, 0.002], [-0.101, 0.057, -0.028], [-0.035, -0.116, 0.137], [-0.210, 0.046, -0.201], [-0.348, 0.035, 0.084], [-0.083, 0.152, 0.234], [0.066, 0.005, 0.039], [0.133, 0.019, 0.254], [0.120, 0.217, 0.167], [0.164, 0.336, -0.050], [0.691, 0.357, -0.707], [-0.258, -0.324, 0.302], [-0.253, -0.151, 0.273], [-0.046, 0.062, 0.088], [-0.024, -0.173, 0.163], [-0.275, -0.103, -0.103], [0.058, -0.632, 0.145], [-0.017, -0.088, -0.023], [-0.076, 0.161, 0.021], [-0.055, 0.167, 0.005], [0.100, 0.168, -0.180], [0.003, 0.201, 0.113], [0.018, 0.004, -0.082], [0.044, -0.235, -0.017], [-0.279, 0.458, -0.034], [0.148, 0.246, -0.020], [-0.073, 0.041, 0.080], [0.041, 0.019, 0.041], [0.054, -0.321, -0.022], [0.030, -0.176, 0.050], [0.025, -0.031, -0.055]], "mulliken_charge": [-0.900, 0.292, 0.201, -1.064, -1.066, 0.458, -1.199, -1.028, 0.345, -1.095, -1.480, 0.465, 0.350, 0.271, 0.312, 0.433, 0.274, 0.167, 0.393, 0.467, 0.385, 0.331, 0.293, 0.310, 0.311, 0.408, 0.521, 0.379, 0.448, -0.415, 0.913, -0.548, -0.494, 0.305, -0.085, 0.342, -0.667, 0.915, -0.526, -0.539, 0.299, 0.299, 0.215, -0.190, -0.336, -0.442, -0.192, 0.288, 0.247, 0.335, 0.293], "energy_ev": -62841.663, "lumo_ev": -0.24, "smiles": "CN(C)P(=O)(N(C)C)N(C)C.C[N+](=O)[O-].C[N+](=O)[O-].ClCCCl", "homo_lumo_gap_ev": 8.553}